Entry 1:
C3H3AlLiO2 | ωB97M-V with the def2-TZVPD basis set

Output
Multiplicity   2
Frontier orbital gap (spin up / spin down)   7.14 / 6.90 eV
Charge   +2
Electronic energy   -515.72386 Ha

Last column: Löwdin spin population.
CARTESIAN COORDINATES (ANGSTROEM)
O -1.679239 -0.139616 -0.514067  0.092
Li -2.990679 -1.340535 -0.831714  0.020
C 0.551451 1.440363 0.442636  0.368
C 0.038461 0.136239 0.682704  0.027
O 1.777144 0.979105 -0.059724  -0.064
C 1.325518 -0.391656 0.082673  0.041
H -0.512341 -0.242124 1.548347  0.001
H 1.236487 -0.883112 -0.897781  0.000
H 1.990016 -0.969184 0.741190  0.011
Al -1.736814 1.410519 -1.194261  0.505

Forces on atoms 1 to 6 (eV/Å):
1.393 0.965 0.514
-0.212 -0.683 0.166
2.568 0.261 -2.826
-1.309 -2.365 0.711
-2.893 2.120 1.652
-0.294 -1.269 -0.876

Entry 2:
C3H3AuFO | ωB97M-V with the def2-TZVPD basis set

Output
Multiplicity   3
Frontier orbital gap (spin up / spin down)   10.90 / 8.63 eV
Charge   +3
Electronic energy   -425.07297 Ha

Last column: Löwdin spin population.
CARTESIAN COORDINATES (ANGSTROEM)
H 0.759542 1.878518 -1.421586  0.028
H -1.040900 2.075298 -1.574372  0.004
O 0.180557 1.410926 2.559179  0.028
C -0.205771 1.375845 -1.502678  0.218
C -0.425413 0.276520 -0.749677  0.572
C 0.538192 0.909228 1.624177  0.157
H -1.196745 -0.077356 -1.609291  0.020
F 0.504665 -0.783440 -0.709492  0.232
Au 1.972073 -0.180161 0.318599  0.742

Forces on atoms 1 to 6 (eV/Å):
0.951 -0.137 -2.147
-0.508 0.076 -0.531
0.160 -0.692 -1.588
0.408 3.370 3.286
-2.749 -3.238 -4.924
0.906 0.470 2.218

Entry 3:
C3H3BCaF4O9 | ωB97M-V with the def2-TZVPD basis set

Output
Frontier orbital gap   8.30 eV
Charge   -2
Electronic energy   -1895.81911 Ha

Last column: Löwdin charge in e.
CARTESIAN COORDINATES (ANGSTROEM)
Ca -0.279927 -0.003633 -0.082327  1.559
B 2.397683 -0.416835 -1.308084  -1.259
F 2.794587 -1.208893 -2.385449  0.112
F 1.181472 0.196922 -1.643456  0.000
F 2.214437 -1.087935 -0.081793  0.090
F 3.343924 0.597374 -1.019758  0.080
O -1.913346 -0.780347 3.734860  0.041
C -1.336071 -0.441414 2.514773  -0.819
O -1.969148 0.150117 1.618631  -0.101
O -0.157441 -0.815363 2.318560  -0.087
H -1.067409 -1.187467 4.005898  0.088
O 0.918464 4.109314 0.351583  0.056
C 0.467694 2.816265 0.291902  -0.822
O 1.015215 1.938082 0.995838  -0.081
O -0.428591 2.469181 -0.507385  -0.096
H 1.716570 3.956559 0.877664  0.093
O -2.188943 -2.952466 -2.374326  0.063
C -1.538110 -1.972672 -1.667506  -0.817
O -0.681497 -2.261535 -0.809658  -0.085
O -1.780967 -0.759722 -1.903026  -0.108
H -2.708599 -2.345531 -2.926940  0.093

Forces on atoms 1 to 6 (eV/Å):
-0.493 0.391 1.237
1.387 0.603 0.629
0.116 -0.169 0.342
-0.051 0.351 -1.057
-0.388 -0.517 -0.390
0.085 -0.178 -0.633